Entry 1:
Formula: C2H7O2
Source: the OMol25 dataset
Level of theory: the ωB97M-V functional and the def2-TZVPD basis

```
11
Properties=species:S:1:pos:R:3
O 0.303 1.770 -0.648
H 0.126 2.182 -1.496
H -1.505 -0.516 1.100
H 0.359 2.500 -0.034
C -0.429 -0.665 1.148
C 0.336 -0.886 -0.069
O -0.137 -1.525 -1.066
H -0.055 0.277 1.550
H -0.254 -1.531 1.811
H 1.300 -0.447 -0.332
H -0.044 -1.159 -1.963
```

- E_LUMO: -6.140 eV
- Gap between HOMO and LUMO: 0.3784 Eh
- Charge: +1

Here are the Mulliken charges for atoms 1 to 2, given in e: atom 1 (O): -0.561, atom 2 (H): 0.298

***

Entry 2:
Formula: C2H7O2
Source: the OMol25 dataset
Level of theory: the ωB97M-V functional and the def2-TZVPD basis

```
11
Properties=species:S:1:pos:R:3
O -0.418 -1.449 -0.975
H -0.909 -1.583 -1.798
H 0.977 1.662 0.209
H 0.406 -1.932 -1.140
C 0.952 0.628 0.569
C -0.455 0.221 0.645
O -1.400 0.957 0.211
H 1.515 -0.094 -0.017
H 1.308 0.668 1.594
H -0.826 -0.586 1.260
H -1.150 1.509 -0.556
```

- E_LUMO: -5.404 eV
- Gap between HOMO and LUMO: 0.4269 Eh
- Charge: +1

Here are the Mulliken charges for atoms 1 to 2, given in e: atom 1 (O): -0.584, atom 2 (H): 0.323

***

Entry 3:
Formula: C2H7O2P
Source: the OMol25 dataset
Level of theory: the ωB97M-V functional and the def2-TZVPD basis

```
12
Properties=species:S:1:pos:R:3
C 0.740 1.348 -0.397
C -0.436 -1.146 -0.538
O 2.292 -0.932 -0.132
O -1.564 -0.540 0.061
P 1.033 -0.281 0.227
H 1.399 2.020 0.112
H 0.816 1.133 -1.378
H -0.320 1.663 -0.180
H -0.457 -1.237 -1.618
H -0.349 -2.192 -0.226
H -1.360 -0.175 0.923
H 0.318 -0.448 2.003
```

- E_LUMO: 0.277 eV
- Gap between HOMO and LUMO: 0.3820 Eh

Here are the Mulliken charges for atoms 1 to 2, given in e: atom 1 (C): -0.789, atom 2 (C): -0.351

***

In the order shown, the computed energy above the lowest of the compared OMol25 structures with the same formula, charge and spin values come out to 111.1, 60.6, 218.6 kJ/mol.